[1]
{
  "formula": "C7H13O2PSSe",
  "method": "ωB97M-V/def2-TZVPD",
  "mol_weight_g_mol": 271.2,
  "multiplicity": 1,
  "e_homo_ev": -7.6,
  "e_tot_ha": -3565.8199,
  "homo_lumo_gap_ev": 7.57,
  "e_lumo_ha": -0.0008,
  "charge": 0,
  "e_above_lowest_kj_mol": 160.2,
  "elements": ["C", "P", "C", "H", "H", "H", "H", "S", "C", "H", "C", "H", "C", "O", "H", "H", "H", "H", "C", "H", "O", "C", "H", "Se", "H"],
  "xyz": [[1.1451, -2.4437, -0.4289], [2.3583, 0.1038, -0.7132], [0.6273, -0.5200, 1.6498], [-1.7413, -1.2077, -0.5316], [0.5380, -2.8865, 0.4390], [2.1532, -2.3560, 0.0154], [0.5797, -1.6651, 1.8583], [-0.2986, -0.6767, -2.3027], [-2.3010, 0.8373, -1.0254], [-3.3258, 0.9162, -0.7536], [-1.9488, -0.6217, -1.3810], [-2.1494, 1.4151, -2.0473], [0.3517, 2.8372, 1.1125], [-1.6168, 1.4074, 0.0482], [0.8848, 3.7302, 0.8455], [-0.2387, 0.0533, 2.2024], [-0.6529, 3.2778, 1.1034], [-2.6421, -1.0543, -2.0111], [0.4922, -0.1085, 0.2363], [1.6033, -0.2348, 1.9897], [3.2518, -0.5789, 0.2554], [0.7854, -1.0472, -0.8343], [1.0986, -3.1400, -1.3103], [0.3107, 1.5863, -0.3729], [0.7354, 2.3765, 1.9564]],
  "forces_ev_per_angstrom": [[-0.361, -1.421, 0.502], [0.635, -0.446, -1.052], [-2.223, -0.003, 1.613], [-0.248, -0.822, 1.138], [0.349, 0.619, -1.547], [-0.164, -0.498, -0.458], [-0.308, 2.251, -0.609], [0.020, -0.780, 0.704], [0.737, 0.373, -2.127], [-1.159, -0.114, 0.028], [2.587, 2.149, 0.150], [-0.376, -0.659, 1.884], [-0.879, 1.072, -1.869], [0.364, 0.763, -0.718], [1.187, -0.024, -0.335], [1.781, -1.325, -0.493], [-0.117, -1.034, 0.652], [-1.568, -0.894, -1.248], [0.768, -1.281, 0.081], [0.615, 0.302, 0.646], [0.796, 0.141, 0.624], [-0.864, 1.048, -0.867], [0.230, 0.697, 0.960], [-2.094, 0.516, 0.503], [0.291, -0.633, 1.837]]
}

---

[2]
{
  "formula": "C54H40N12NiO3P2Se",
  "method": "ωB97M-V/def2-TZVPD",
  "mol_weight_g_mol": 1104.6,
  "multiplicity": 3,
  "e_homo_ev": [-1.4, -1.4],
  "e_tot_ha": -7556.9660,
  "s_squared": 2.01,
  "homo_lumo_gap_ev": [4.83, 4.84],
  "e_lumo_ha": [0.1267, 0.1267],
  "charge": -2,
  "e_above_lowest_kj_mol": 0.0,
  "elements": ["H", "N", "C", "C", "H", "C", "N", "C", "C", "N", "H", "N", "H", "C", "C", "C", "C", "C", "C", "O", "C", "C", "H", "C", "H", "C", "C", "H", "H", "N", "C", "H", "N", "N", "C", "H", "H", "H", "H", "N", "C", "C", "O", "C", "H", "C", "C", "C", "H", "H", "C", "C", "C", "H", "N", "H", "C", "H", "H", "C", "H", "Ni", "C", "C", "H", "P", "H", "C", "C", "H", "C", "N", "C", "H", "C", "H", "C", "C", "H", "H", "P", "C", "C", "C", "C", "O", "C", "H", "H", "H", "H", "C", "C", "C", "H", "H", "C", "C", "C", "H", "C", "C", "H", "C", "H", "C", "N", "C", "Se", "H", "H", "N", "H"],
  "xyz": [[1.2994, -5.7112, -4.8884], [0.2433, 3.0484, -0.7084], [1.6344, 2.0222, -4.0343], [6.7639, 1.7639, 2.7314], [2.7716, 8.1584, 5.7949], [5.4257, 2.0768, 2.7216], [1.4466, -0.9849, 1.8059], [-0.8941, -5.5861, 1.3198], [0.5519, -3.8554, -2.1909], [0.4617, -0.0837, 1.7726], [-5.4697, -2.8367, -1.7843], [3.3125, 4.2875, 1.2425], [0.4158, -7.5755, -3.3552], [1.1359, -4.2274, -3.3836], [1.3210, 0.6681, -4.0482], [-0.9738, -7.8969, 2.9323], [-2.7351, -0.7953, -5.2726], [0.3939, 0.2315, -3.0546], [2.3161, 5.9575, 3.2188], [2.4115, 2.0306, 3.7985], [6.0042, 4.4309, 2.4341], [-2.4341, 0.0323, -4.1959], [1.6582, 5.7506, 2.3708], [-0.5328, -0.5698, 2.5916], [1.1190, -6.1944, 0.8350], [-2.1902, 1.1353, 2.3393], [-0.1098, -6.1364, -1.8091], [-2.2290, 1.0789, -4.3923], [8.2130, 4.8026, 2.2913], [-1.9971, 3.1930, 1.8240], [-0.2572, 1.0960, -2.1915], [-3.4073, -2.7718, -5.8396], [1.1126, -1.9027, 2.6411], [2.0132, 2.5086, 1.5256], [-4.4664, -6.0451, -1.1072], [4.7057, 4.4066, 5.0717], [8.8282, 2.4342, 2.6591], [-5.8872, 4.7554, -2.2029], [-4.8196, -7.0553, -1.1744], [-3.3530, 1.6721, 2.7254], [2.0963, 7.0323, 4.0628], [-5.1143, 4.0162, -2.0269], [-2.7761, -2.2552, -1.3358], [7.3603, 4.0771, 2.4358], [-4.6427, 0.8732, -0.7411], [-2.0557, -6.9949, 2.9225], [7.7654, 2.7608, 2.6160], [-3.1798, -5.7727, -0.6021], [-0.9766, -8.8165, 3.5022], [-6.4163, 2.6044, -1.0154], [-5.4252, 2.8153, -1.4227], [2.3924, 3.4908, 0.6747], [-2.4031, -0.4654, -2.8739], [4.6834, 1.3008, 2.7699], [-0.1348, -1.7178, 3.0959], [1.0078, -8.2582, 2.1856], [-0.1253, -4.8112, -1.4000], [3.6891, 5.0473, 0.7150], [0.1048, -0.8393, -3.0069], [1.1824, 2.8467, -2.9889], [-2.7415, -0.3415, -6.3032], [0.3555, 1.6751, 0.9549], [0.2355, -6.4091, 1.4202], [5.0652, 3.4375, 2.6629], [-0.6471, 3.5921, -0.6501], [-0.9940, -4.2428, 0.0929], [2.2412, 2.3920, -4.8392], [1.4165, 3.9481, -0.4265], [0.1475, -7.6015, 2.1804], [-1.8402, 3.4726, -2.8802], [0.4470, -6.5109, -3.0604], [-1.3287, 2.0205, 1.8140], [3.3659, 5.0211, 3.5472], [5.7878, 5.5165, 2.4112], [4.0379, 5.1991, 4.7594], [7.0522, 0.7211, 2.9200], [-3.8011, 4.2559, -2.4199], [2.9138, 7.2476, 5.2004], [0.6434, -2.8483, -1.8318], [-6.1750, -5.1525, -2.0473], [-1.9497, 0.7158, -1.5799], [-3.1276, 2.0781, -1.8017], [-2.6828, -4.4799, -0.4783], [-3.1625, -2.6379, -3.7191], [-4.7933, -3.6174, -1.4104], [2.5641, 3.3312, -0.7965], [-2.0090, -5.8590, 2.1116], [-2.8694, -7.1590, 3.5756], [-3.4632, -3.6664, -3.4552], [1.6207, -3.4619, -3.9985], [-2.4536, -0.7177, 3.2234], [3.6632, 3.9076, 2.6416], [-3.4449, -3.4302, -1.0472], [2.5613, 2.7431, 2.7781], [-3.5150, 5.2487, -2.8061], [-0.5645, -6.9724, -1.2393], [-4.4443, 1.8088, -1.2743], [-2.7195, -1.8196, -2.6710], [-2.8312, 3.2641, -2.4518], [1.8037, -0.0467, -4.7398], [1.0036, -5.5424, -3.8499], [-5.2092, -4.9411, -1.5814], [-2.5590, -6.6437, -0.3612], [-3.1620, -2.1361, -5.0311], [-2.8408, -5.1796, 2.1414], [3.8802, 6.3128, 5.5640], [-1.8490, -0.1474, 2.6211], [0.3688, 2.3491, -1.9763], [0.9681, 5.8180, -0.3492], [1.4868, 3.9035, -2.8780], [4.5044, 6.5439, 6.4516], [-3.1505, 3.0342, 2.4731], [1.3598, 7.7602, 3.8290]],
  "forces_ev_per_angstrom": [[0.194, -0.367, 0.416], [-0.829, 0.078, -0.307], [-0.468, -0.184, 0.124], [1.211, -0.164, 0.327], [0.042, -0.370, -0.199], [0.157, 1.205, 0.040], [0.088, 0.448, 0.842], [0.391, -0.659, -0.590], [-0.101, -0.732, 0.531], [-1.943, -0.107, 0.392], [0.796, -0.075, 0.169], [1.506, 0.637, 1.508], [-0.045, 0.761, 0.029], [-0.389, 0.109, -0.389], [-0.336, -0.303, 1.595], [-0.319, 0.518, -0.352], [-0.824, -0.286, -0.485], [0.269, -1.036, -1.516], [0.861, -1.225, 0.752], [0.200, 2.130, -1.966], [1.723, 0.272, 0.766], [-0.149, -1.075, -0.071], [0.378, 0.324, 0.017], [1.505, -0.739, -1.874], [0.043, -0.021, 0.017], [-0.761, 0.897, 0.896], [0.078, -1.216, -0.975], [0.141, -0.053, 0.178], [-1.358, -0.417, 0.173], [-1.549, 0.199, 1.825], [-0.082, 1.044, -0.185], [-0.350, -0.539, -0.697], [0.211, -0.918, -0.469], [0.183, -0.918, 2.443], [1.035, 1.887, -0.354], [0.296, 0.081, -0.056], [-0.856, 0.563, -0.085], [0.148, 0.128, 0.278], [-0.145, -0.258, -0.224], [1.661, 1.515, -0.205], [1.331, -0.267, 0.739], [0.477, 0.161, 0.016], [-0.070, 0.101, -0.167], [1.540, 0.375, -0.306], [0.099, 0.417, -0.186], [1.545, 0.137, -0.562], [-0.567, -1.162, 0.038], [-1.355, -0.984, -0.091], [-0.232, 0.058, 0.135], [0.176, 0.212, -0.251], [0.356, -1.774, 0.429], [-2.431, 1.138, -3.187], [-0.308, -0.068, -1.208], [-0.301, -0.042, 0.204], [-0.336, 0.098, 0.814], [-0.008, -0.096, 0.071], [0.552, -0.459, -0.218], [0.124, 0.391, 0.155], [0.030, 0.820, -0.426], [0.502, 0.298, 0.033], [-0.010, -0.767, 1.139], [0.460, -0.265, -0.351], [-1.042, -0.852, 0.341], [0.204, -0.441, -0.448], [0.934, -0.306, 0.186], [0.797, 1.860, 0.813], [0.276, 0.444, -0.054], [-1.210, 1.087, 2.751], [0.555, 1.122, -0.426], [-0.459, -0.152, 0.317], [-0.595, -0.527, 1.153], [-1.725, 0.073, 0.004], [-1.527, 2.401, 1.340], [-0.330, -0.918, -0.154], [0.378, -0.790, -0.407], [-0.031, 0.414, -0.327], [-0.020, 1.092, -1.189], [-0.329, 0.065, -0.421], [-0.077, 0.377, 0.155], [0.124, 0.256, 0.260], [0.711, -1.387, 2.423], [-0.821, -1.064, -0.334], [-0.902, -0.137, -1.327], [0.456, -0.073, -0.349], [0.412, -0.816, -0.794], [2.449, -1.403, -0.491], [0.261, -0.738, 0.896], [-0.906, -0.147, 0.455], [0.212, 0.671, -0.606], [-0.144, -0.361, 0.189], [0.433, 0.769, -0.486], [-2.630, -0.828, -2.384], [0.201, -0.065, 0.019], [0.473, -2.696, 0.299], [-0.333, -0.529, 0.107], [0.289, 0.915, -0.111], [1.035, 1.523, -0.589], [-1.150, 0.589, 0.710], [-0.120, 0.400, 0.821], [-0.443, 0.524, 0.469], [0.489, 0.957, -0.928], [-0.576, -0.800, 1.084], [-0.237, 0.547, 0.259], [1.141, 1.419, 1.306], [-0.242, 0.165, -0.170], [-0.483, 1.147, 0.295], [0.285, -1.283, 0.536], [-0.123, 0.080, -0.092], [0.000, 0.328, -1.070], [0.036, -0.734, -0.259], [-0.429, -0.610, -0.625], [1.238, -1.427, -2.076], [-0.689, 0.404, -0.212]]
}